(1)
{"formula": "C6H8LiO5", "method": "wB97M-V/def2-TZVPD", "charge": 1, "largest_force_ev_per_a": 1.96, "homo_ev": -13.6, "total_energy_ha": -616.9129, "relative_energy_kj_mol": 104.3, "elements": ["Li", "O", "O", "C", "C", "O", "C", "H", "H", "H", "H", "O", "C", "C", "O", "C", "H", "H", "H", "H"], "positions_angstrom": [[1.420, -2.511, 0.332], [0.561, -1.367, 1.441], [-1.404, -0.372, 0.980], [-1.991, 0.904, 1.216], [-0.845, 1.739, 1.808], [0.250, 0.828, 1.865], [-0.027, -0.296, 1.109], [-2.368, 1.321, 0.274], [-2.823, 0.768, 1.916], [-1.053, 2.091, 2.824], [-0.583, 2.594, 1.172], [1.151, -0.894, -1.184], [1.124, -0.640, -2.625], [0.455, 0.734, -2.694], [0.167, 1.019, -1.287], [0.611, 0.087, -0.542], [2.161, -0.654, -2.969], [0.545, -1.444, -3.087], [-0.501, 0.737, -3.224], [1.106, 1.531, -3.060]], "forces_ev_per_a": [[-0.283, 0.318, 0.546], [0.352, -0.259, -1.029], [0.472, -0.082, -0.958], [-0.251, 0.265, 0.036], [0.005, 0.211, 0.022], [0.190, -0.037, -0.305], [0.192, 0.039, 1.882], [0.024, -0.083, 0.216], [0.198, -0.010, -0.224], [0.089, -0.090, -0.265], [-0.084, -0.147, 0.168], [0.450, -0.398, -0.032], [0.199, -0.002, -0.474], [0.013, 0.143, -0.512], [0.286, 0.204, -0.110], [-1.794, -0.122, 0.784], [-0.274, 0.025, -0.013], [0.141, 0.193, 0.096], [0.240, 0.027, 0.118], [-0.166, -0.196, 0.055]], "mulliken_charge": [0.93, -1.02, -0.40, -0.31, -0.31, -0.42, 1.26, 0.22, 0.30, 0.31, 0.23, -0.30, -0.34, -0.28, -0.28, 0.25, 0.31, 0.28, 0.29, 0.29]}

(2)
{"formula": "C6H8N", "method": "wB97M-V/def2-TZVPD", "charge": 1, "largest_force_ev_per_a": 4.50, "homo_ev": -14.0, "total_energy_ha": -287.7350, "relative_energy_kj_mol": 581.0, "elements": ["C", "C", "C", "C", "C", "C", "N", "H", "H", "H", "H", "H", "H", "H", "H"], "positions_angstrom": [[-1.175, 0.673, -0.966], [-0.923, 1.575, -0.015], [-0.826, -0.660, -1.051], [-0.476, -1.817, -1.511], [1.614, -0.605, 1.199], [0.108, 1.182, 1.026], [0.662, -0.058, 0.629], [-1.749, 1.072, -1.934], [-1.330, 2.507, -0.157], [0.364, -2.478, -1.258], [-0.970, -2.590, -2.252], [2.129, -0.206, 2.183], [2.026, -1.603, 1.117], [1.073, 1.833, 1.016], [-0.528, 1.175, 1.973]], "forces_ev_per_a": [[-2.732, 1.479, -2.637], [1.985, -2.440, -0.404], [2.673, -0.954, 0.315], [-0.934, -2.360, -1.383], [1.945, -0.042, 4.060], [0.367, 2.157, 0.178], [-1.602, -2.053, -1.109], [1.032, -1.092, 2.113], [-0.622, 2.180, 0.241], [0.229, 1.101, 0.773], [-0.112, 2.358, 1.155], [-1.096, 0.133, -1.868], [-0.366, -0.276, -1.427], [-2.310, 0.029, 0.551], [1.542, -0.219, -0.558]], "mulliken_charge": [-0.21, -0.48, 0.63, -0.59, -0.19, -0.41, -0.23, 0.29, 0.47, 0.27, 0.28, 0.24, 0.23, 0.42, 0.29]}

no.,gap between HOMO and LUMO (eV)
1,9.835
2,8.420